No. 1
{
  "formula": "C26H47Br3I3N7O5PS",
  "method": "ωB97M-V with the def2-TZVPD basis set",
  "orbital_gap_ev": 7.413,
  "charge": -1,
  "species": ["C", "C", "C", "I", "C", "N", "C", "S", "O", "P", "I", "C", "C", "N", "C", "C", "C", "Br", "C", "C", "C", "C", "N", "C", "C", "C", "O", "O", "C", "C", "C", "C", "I", "C", "Br", "C", "C", "Br", "H", "H", "H", "H", "H", "H", "H", "H", "H", "H", "H", "H", "H", "H", "H", "H", "H", "H", "H", "H", "H", "H", "H", "H", "H", "H", "H", "H", "H", "H", "H", "H", "H", "H", "H", "H", "H", "H", "H", "C", "O", "N", "N", "H", "H", "H", "H", "C", "O", "N", "N", "H", "H", "H", "H"],
  "xyz": [[5.93504, -2.39622, 0.01696], [5.71481, -1.05905, -0.68365], [5.02543, 0.01272, 0.20453], [5.84565, 1.89189, -0.52490], [3.48596, -0.18159, 0.29241], [3.09348, -0.52046, 1.75632], [3.62816, -1.38664, 2.39130], [4.40198, -2.34680, 3.38078], [3.19639, -1.35889, -0.36354], [1.59001, -1.52938, -1.01462], [2.41219, -0.75862, -3.44596], [2.16340, -3.34657, -1.44442], [3.21258, -3.60805, -2.46610], [2.99512, -4.45263, -3.40138], [0.84491, -2.36270, 0.55626], [-0.01987, -1.45569, 1.44935], [-0.82328, -2.36781, 2.38951], [-1.27563, -1.50203, 4.08405], [-0.14661, -1.62941, -1.81977], [-0.71140, -0.38277, -2.53220], [-2.17096, -0.12554, -2.07355], [-3.14632, -1.17963, -2.58421], [-4.52371, -1.06265, -2.07269], [-4.61231, -1.14236, -0.61258], [-5.23176, 0.02648, -2.63453], [-5.49977, 1.27603, -1.81663], [-5.64501, -0.04355, -3.77138], [1.29538, 0.06370, -0.46908], [2.36102, 0.89366, -0.07772], [2.57274, 1.84663, -1.30303], [2.81208, 3.35475, -1.08358], [1.50466, 4.18611, -1.05406], [1.59250, 5.91838, -2.33351], [2.03241, 1.76696, 1.14163], [3.47107, 2.34708, 2.28347], [0.84072, 2.23750, 1.50590], [0.57208, 3.08941, 2.72298], [-0.73660, 1.93998, 0.46555], [6.38863, -2.19856, 0.99424], [5.00885, -2.93383, 0.21631], [6.63602, -3.03320, -0.52276], [6.71172, -0.66072, -0.88485], [5.22682, -1.13834, -1.65444], [5.50737, -0.05302, 1.17740], [1.30276, -3.98866, -1.62352], [2.60405, -3.67769, -0.49671], [4.20278, -3.15687, -2.39286], [3.83637, -4.52455, -3.97500], [1.63684, -2.73714, 1.21985], [0.28411, -3.25915, 0.28032], [-0.75229, -0.96692, 0.80619], [0.58066, -0.74421, 2.00650], [-0.20078, -3.22845, 2.63498], [-1.71697, -2.76449, 1.91245], [-0.89803, -1.96817, -1.10341], [-0.04640, -2.42392, -2.56193], [-0.77385, -0.55404, -3.60828], [-0.17746, 0.54225, -2.33273], [-2.16842, -0.11261, -0.97626], [-2.48411, 0.87570, -2.38984], [-2.79662, -2.19318, -2.37929], [-3.21045, -1.07281, -3.67028], [-5.65684, -1.29610, -0.33576], [-4.28190, -0.22720, -0.10906], [-4.02221, -1.98677, -0.25992], [-5.89139, 2.05322, -2.46404], [-6.27386, 1.06100, -1.07363], [-4.61374, 1.62031, -1.28477], [3.38676, 1.47065, -1.91757], [1.69371, 1.75548, -1.93740], [3.46937, 3.61437, -0.25827], [3.35130, 3.69346, -1.97320], [1.31277, 4.53641, -0.04436], [0.69650, 3.57801, -1.44444], [1.08574, 4.04882, 2.65183], [-0.49402, 3.25219, 2.85578], [0.94681, 2.55658, 3.59829], [-3.45897, 4.84356, -1.74951], [-4.37413, 4.32050, -1.13507], [-2.15583, 4.74173, -1.36233], [-3.66930, 5.57650, -2.88761], [-1.39518, 5.16650, -1.86190], [-1.95922, 4.20691, -0.53485], [-4.61542, 5.66907, -3.20441], [-2.93231, 6.01066, -3.40948], [-4.45191, -2.50856, 7.17598], [-5.23836, -2.83208, 8.05085], [-3.71616, -1.35792, 7.23893], [-4.23754, -3.26545, 6.05984], [-3.06696, -1.08049, 6.52716], [-3.84458, -0.77443, 8.04306], [-4.75884, -4.11704, 5.97744], [-3.59241, -3.00954, 5.33437]]
}

No. 2
{
  "formula": "C10H14BF6N5O11S2V",
  "method": "ωB97M-V with the def2-TZVPD basis set",
  "orbital_gap_ev": [7.277, 3.799],
  "s_squared": 2.05,
  "multiplicity": 3,
  "charge": -1,
  "species": ["O", "V", "B", "F", "F", "F", "F", "N", "S", "O", "O", "F", "S", "O", "O", "F", "O", "C", "O", "O", "H", "O", "C", "O", "O", "H", "C", "C", "N", "H", "H", "H", "C", "C", "N", "H", "H", "H", "C", "C", "N", "H", "H", "H", "C", "C", "N", "H", "H", "H"],
  "xyz": [[2.60504, -0.91392, 2.05930], [1.22454, -1.67238, 1.81841], [0.24151, 0.80888, 0.95150], [-0.82473, 1.46675, 0.34075], [-0.12520, 0.14878, 2.05349], [0.73686, -0.23211, 0.17671], [1.30370, 1.69180, 1.15463], [0.43972, -3.73586, -2.07042], [0.97366, -5.06254, -1.53604], [0.87277, -5.23608, -0.08652], [1.92956, -5.81182, -2.34615], [-0.38430, -5.90473, -1.92239], [1.91791, -3.00590, -1.48006], [3.08749, -3.34993, -2.19255], [1.97019, -2.53365, -0.09345], [1.53361, -1.62092, -2.22580], [-2.02308, -2.65285, -0.59492], [-1.76232, -2.82327, 0.68284], [-0.62626, -2.62826, 1.15983], [-2.60424, -3.35345, 1.44873], [-2.90100, -2.80875, -0.23920], [-1.32845, -2.84028, 4.81819], [-0.25070, -2.01983, 4.89172], [-0.06271, -1.40794, 5.91627], [0.53339, -1.70046, 3.95007], [-1.74170, -2.65128, 5.66384], [-3.42972, 0.17771, -0.85377], [-4.10811, 1.33300, -0.24080], [-4.64355, 2.24270, 0.28844], [-2.34249, 0.25421, -0.84033], [-3.84596, 0.12254, -1.85965], [-3.73330, -0.70380, -0.28907], [3.41961, 0.75761, -1.15760], [4.64275, 1.56657, -1.36184], [5.65027, 2.13778, -1.48204], [3.14085, 0.59944, -0.11578], [3.74132, -0.25322, -1.40826], [2.52812, 1.05633, -1.70907], [0.87771, 5.29320, 1.04822], [1.18028, 5.37540, -0.36501], [1.39393, 5.49597, -1.49528], [0.44028, 4.31787, 1.26147], [0.38603, 6.11178, 1.57382], [1.92587, 5.28777, 1.34726], [-1.68155, 3.33589, -2.10793], [-2.51129, 2.55703, -3.04814], [-3.23930, 1.97525, -3.75638], [-0.89213, 2.78646, -1.59505], [-2.32693, 3.86792, -1.40899], [-1.30796, 4.15456, -2.72299]]
}

No. 3
{
  "formula": "C17H25O5PS2",
  "method": "ωB97M-V with the def2-TZVPD basis set",
  "orbital_gap_ev": 8.927,
  "smiles": "CCOC(=O)[C@H](C1(c2ccccc2)SCCS1)P(=O)(OCC)OCC",
  "charge": 0,
  "species": ["C", "C", "O", "P", "C", "C", "O", "O", "C", "C", "O", "O", "C", "C", "H", "H", "H", "H", "H", "H", "H", "H", "H", "H", "H", "H", "H", "H", "H", "H", "C", "C", "C", "C", "C", "S", "C", "C", "S", "C", "C", "H", "H", "H", "H", "H", "H", "H", "H", "H"],
  "xyz": [[3.03241, 3.76140, -1.82061], [1.63930, 3.19146, -1.73290], [1.71446, 1.98648, -0.85994], [0.85424, 0.71782, -1.19838], [-0.34620, 0.26869, 0.15094], [-1.78568, 0.64468, -0.20335], [-2.72688, 0.00928, 0.27359], [-1.97460, 1.64541, -1.09198], [-3.05741, 1.41396, -2.06616], [-2.77681, 0.31459, -3.05835], [0.13680, 0.76276, -2.48952], [1.85571, -0.50973, -1.01861], [1.53206, -1.75941, -1.75727], [2.70272, -2.66044, -1.46496], [2.99925, 4.71921, -2.35359], [3.44964, 3.92775, -0.81769], [3.69713, 3.08187, -2.37754], [0.94657, 3.87470, -1.23731], [1.25452, 2.93347, -2.72977], [-0.30300, -0.77664, -0.23257], [-3.96584, 1.19791, -1.51272], [-3.15173, 2.36325, -2.58290], [-3.38567, 0.45206, -3.96695], [-1.71623, 0.31222, -3.35381], [-3.05679, -0.66898, -2.64132], [0.58234, -2.22549, -1.42823], [1.45106, -1.51172, -2.82699], [2.56054, -3.59571, -2.00994], [3.62670, -2.16740, -1.79242], [2.77753, -2.86700, -0.38810], [-1.71727, -4.00875, 2.01150], [-2.53331, -2.90188, 2.23584], [-2.00824, -1.60425, 2.20548], [-0.66862, -1.36818, 1.95276], [-0.19084, 0.10237, 1.57025], [1.49622, 0.10215, 2.21444], [1.40693, 1.31581, 3.53344], [0.13151, 2.13655, 3.41177], [-1.19270, 1.30585, 2.54199], [0.17620, -2.47727, 1.82320], [-0.34921, -3.78299, 1.83581], [-2.13729, -5.02102, 2.00101], [-3.60084, -3.03778, 2.39727], [-2.68300, -0.78024, 2.34388], [1.48971, 0.86515, 4.53367], [2.27717, 1.96415, 3.35041], [-0.35862, 2.30875, 4.38641], [0.33496, 3.08217, 2.86868], [1.25697, -2.38841, 1.69137], [0.30413, -4.64862, 1.68015]]
}

Number 1: largest force on an atom 3.6 eV/Å. Number 2: largest force on an atom 10.0 eV/Å. Number 3: largest force on an atom 4.7 eV/Å.